(1)
Below is a molecular structure, C39H46HfOP2, with properties calculated with ωB97M-V/def2-TZVPD.

Last column: Mulliken charge in e.
Cartesian coordinates (Å):
C -2.947 -4.240 0.965  -0.647
H -0.271 -1.452 6.395  0.438
P 1.274 0.682 -1.773  0.152
H -0.239 -2.031 4.714  0.179
P -0.446 -1.780 -1.892  0.615
H 4.537 3.579 0.460  0.466
H -1.159 -0.559 5.169  -0.034
C -1.778 1.939 0.876  1.360
H -2.942 -0.410 4.322  1.025
H 0.646 -4.254 -2.719  0.330
C -3.386 -4.104 -0.349  -0.614
C 2.404 -0.086 -5.728  -0.674
H 3.379 -0.681 1.710  0.252
H -3.475 0.638 0.413  0.401
H -0.862 1.971 -2.567  0.459
C -1.284 -0.177 -2.272  -0.162
C 3.070 -0.806 0.666  -0.897
C -0.503 0.958 -2.246  -0.894
C -0.727 2.226 1.862  -0.199
H -2.194 1.559 5.508  0.476
H 0.571 -5.587 -4.798  0.421
H 3.594 -1.688 0.285  0.440
H 1.043 5.661 -0.942  0.430
H -1.389 1.357 0.017  -1.512
C -1.798 -3.583 1.405  -0.658
H 0.211 3.566 -1.969  0.292
H 2.372 3.020 -3.456  0.280
C -2.614 1.666 4.482  -1.040
C 2.277 -0.959 5.084  -1.353
C -0.231 -1.131 5.346  -0.719
C 1.860 -0.194 -4.447  -0.114
H -0.673 -4.786 -6.769  0.433
C 1.946 0.883 -3.547  0.568
C 1.121 3.537 -1.367  -0.162
H 2.623 -1.134 6.127  0.433
C -3.074 0.228 2.400  -0.341
C -3.108 1.209 1.293  -1.177
C -0.617 -2.693 -3.506  0.108
H 3.461 0.061 0.144  -0.072
C 1.848 2.338 -1.190  1.122
H -3.865 1.977 1.545  0.434
C 0.846 1.131 5.338  -0.936
C 1.603 4.729 -0.800  -0.825
C -1.502 -2.724 -0.797  0.683
C -0.953 -2.999 0.476  -0.004
H -2.022 -2.704 -6.574  0.463
C -2.585 0.358 3.650  -0.605
C -1.434 -3.041 -5.738  -0.689
C 2.416 2.103 -4.050  -0.396
H -3.515 -0.732 2.143  0.491
C 2.775 4.722 -0.043  -0.571
H -2.835 3.289 3.031  0.452
H -4.222 -4.696 -0.749  0.422
O 0.503 -0.663 2.064  -0.757
C 0.065 -3.909 -3.576  -0.388
C -0.691 -4.212 -5.844  -0.541
H -1.937 3.773 4.539  0.341
H -3.479 -4.918 1.622  0.447
H 0.247 1.921 1.533  0.267
H 1.375 -1.126 -4.125  0.212
H 1.505 1.703 4.651  0.364
C 3.565 3.564 -0.016  -1.075
H -3.702 1.890 4.623  0.428
C 0.968 -0.328 5.188  1.278
H -2.378 -0.202 -2.450  0.787
H 3.026 -0.317 4.596  0.337
C -2.714 -3.238 -1.207  -0.588
H 0.080 3.011 3.650  0.986
Hf 0.964 -1.044 0.356  1.216
C 2.986 2.199 -5.327  -0.769
C -1.450 -2.296 -4.569  -0.032
H 3.492 1.157 -7.171  0.397
C 3.016 1.092 -6.184  -0.557
H 2.335 -0.936 -6.400  0.454
H -2.107 2.883 0.436  0.594
H 0.180 -2.933 0.634  0.093
H 3.071 5.628 0.500  0.422
H -3.083 -3.034 -2.217  0.451
H 1.103 1.427 6.382  0.442
H 3.831 1.540 -0.768  0.589
H -2.093 -1.415 -4.483  0.388
H -1.567 -3.506 2.445  0.450
C -0.804 2.761 3.076  -0.934
C -2.090 2.975 3.785  -1.118
H -0.208 1.450 5.206  -0.005
H 3.383 3.144 -5.690  0.427
H 2.207 -1.950 4.622  0.317
C 3.152 2.403 -0.664  -0.571
C 0.024 -4.651 -4.758  -0.686

Results
Relative energy (zero: lowest compared OMol25 entry of this formula, charge and spin) ... 0.0 kcal per mole
Total energy ... -63101.212 eV
Molar mass ... 771.23 g/mol
Charge ... +2

(2)
Below is C39H46N2O9 in the gas phase, with properties calculated with ωB97M-V/def2-TZVPD.

Last column: Mulliken charge in e.
Cartesian coordinates (Å):
C -7.403 -1.121 4.439  -0.579
H -0.024 1.916 7.556  0.289
C 4.259 -3.234 -3.193  -1.208
C 5.230 -2.042 2.812  -0.227
H 2.918 -0.115 6.082  0.376
C 3.023 -2.837 1.586  3.723
H 4.121 -7.969 4.957  0.387
C -4.950 0.044 2.709  0.896
H -1.046 -1.646 4.687  0.082
C -2.751 -0.924 2.717  -0.425
H 5.815 -4.068 2.394  0.127
O -2.501 0.736 5.239  -0.729
H 2.028 1.006 7.126  0.500
H 3.747 -2.277 -3.353  0.283
C -5.131 2.395 3.153  -0.741
C 5.680 -0.771 3.179  0.087
C 2.577 -1.605 0.823  -1.386
H -5.938 3.048 3.483  0.274
H -0.750 -1.488 2.192  0.216
C -0.745 -0.690 4.203  0.355
O 3.863 -3.117 -0.848  -0.213
H 4.472 -5.198 1.725  0.750
H 0.747 -5.501 3.836  0.496
C -0.479 2.151 6.585  -0.998
H -5.201 -5.104 4.885  0.240
H 3.363 -0.111 -1.360  0.218
H 2.643 0.827 -0.001  0.260
H -7.160 -0.103 4.761  0.212
C -1.260 -0.699 2.758  -0.427
H 1.172 2.147 3.684  0.355
H 5.644 0.285 -0.359  0.277
C -5.514 -1.231 2.947  0.496
O 1.446 -1.308 0.501  -0.577
H -1.558 2.268 6.721  0.362
H 5.327 -3.032 -3.048  0.293
H -8.479 -1.242 4.323  0.260
C 1.804 -5.764 3.748  -0.733
H 4.161 -3.819 -4.117  0.412
H -1.009 0.270 2.295  0.301
H -2.601 -3.006 3.264  0.488
C 3.336 -3.668 0.251  -0.705
C 1.918 0.174 6.416  -1.621
H -4.326 2.366 3.901  0.255
O -5.268 -3.337 3.926  -0.435
H 4.184 -4.925 -1.846  0.270
C -1.317 0.434 5.070  0.066
C 4.449 -6.586 3.344  -0.904
C 2.606 -5.089 2.812  -0.187
O -6.862 -1.360 3.106  -0.526
C -4.475 -4.440 4.413  -0.845
H 2.753 1.407 4.102  0.118
C 6.141 -3.102 2.769  -0.122
C 7.422 -2.960 3.312  -1.086
H 8.073 -3.832 3.395  0.438
C 1.066 0.623 5.217  0.329
H 5.471 -6.908 3.141  0.392
H -4.735 2.734 2.188  0.316
C -3.595 0.130 2.387  -0.764
H 1.741 -7.271 5.282  0.403
H 4.993 0.076 3.162  0.557
H 3.665 -3.193 3.521  0.883
C 3.710 -2.350 2.800  1.213
O 2.786 -4.779 0.188  -0.618
H -3.733 -4.094 5.150  0.348
C 1.540 -1.245 3.556  -0.083
C 1.975 -3.922 2.032  -0.093
H 0.985 -1.957 2.960  0.157
H 4.885 1.811 -0.892  0.458
H -3.173 1.078 2.042  0.306
C 2.355 -6.788 4.524  -0.605
C -4.654 -2.306 3.285  0.660
H 7.292 0.396 4.017  0.409
H 1.978 2.565 5.214  0.510
N 0.697 -0.477 4.319  0.457
C 1.796 1.758 4.496  -1.424
C 6.978 -0.597 3.678  -1.247
C 7.835 -1.701 3.768  -0.493
O -5.751 1.100 3.013  -0.448
C 3.902 -5.560 2.574  0.405
H 8.841 -1.571 4.162  0.377
N -0.258 1.066 5.653  0.388
H -0.064 3.100 6.220  0.319
H 3.441 -0.695 4.274  0.727
H 2.596 -4.150 -2.149  0.305
H -7.001 -1.864 5.134  0.216
H 1.456 -0.673 6.940  0.333
O 3.679 -0.863 0.578  0.188
C 3.679 -7.194 4.334  -0.519
C -3.277 -2.164 3.077  -0.641
C 2.896 -1.287 3.536  -1.530
C 3.672 -3.970 -2.016  -0.182
O 0.777 -3.824 1.855  -0.675
C 4.814 0.979 -0.193  -1.147
H 4.919 1.369 0.824  0.226
H -3.968 -4.956 3.584  0.323
C 3.512 0.251 -0.333  -0.224

Results
Relative energy (zero: lowest compared OMol25 entry of this formula, charge and spin) ... 25.5 kcal per mole
Total energy ... -62593.789 eV
Molar mass ... 686.80 g/mol

(3)
Below is 9 unconnected molecules or ions with the total composition C39H47BClF16O30S, with properties calculated with ωB97M-V/def2-TZVPD.

Last column: Mulliken charge in e.
Cartesian coordinates (Å):
F 1.890 1.349 4.727  -0.222
O 4.426 -4.886 12.244  -0.531
H -1.779 -9.989 -7.946  0.288
C 0.649 -9.280 -3.487  0.693
C -0.921 2.434 -2.705  -0.220
F 3.464 0.398 7.349  -0.302
H -2.067 4.991 1.362  -0.207
H 3.259 -4.574 -3.708  0.317
F 4.441 2.667 3.190  -0.188
C 0.399 -4.851 -2.497  0.724
F 2.056 2.375 7.483  -0.280
C 0.196 3.323 2.037  -0.426
H -0.102 -9.315 -4.283  0.185
C -2.554 2.261 1.078  -0.170
F 4.965 3.733 5.259  -0.323
H -2.568 2.949 2.053  0.209
H 5.754 2.373 0.934  0.117
O -6.400 3.095 -10.512  -0.549
O -4.618 2.385 -0.598  -0.452
H 3.179 4.746 2.085  0.162
O 1.259 -4.183 -3.325  -0.249
C -0.031 3.215 0.419  -0.206
H -5.671 2.741 -5.172  0.264
H 6.985 -2.559 14.021  0.285
H -0.261 2.409 2.655  0.033
H -1.696 6.151 -0.110  0.195
H -0.264 -7.450 -8.782  0.277
C -2.367 5.236 0.258  -0.085
H -0.715 -8.163 -2.244  0.238
H -2.030 0.579 -3.516  0.290
O -6.866 5.318 -10.279  -0.253
C 2.563 -4.480 -2.870  -0.540
H 0.242 2.689 -2.695  0.056
H -0.320 4.285 2.458  0.219
H -1.291 1.659 -4.931  0.289
F 3.406 1.612 11.225  -0.335
C 0.113 -8.871 -2.158  -0.219
H 3.058 -0.514 9.278  0.211
C 4.841 -3.958 12.919  0.559
C 2.712 4.333 4.278  0.833
C 4.880 2.135 -1.032  0.340
H 0.102 -2.171 -4.438  0.340
H -2.149 1.187 1.400  0.283
F -8.092 7.158 -9.925  -0.284
H 0.753 2.409 0.019  -0.092
S 0.368 0.030 -3.875  1.221
O -2.146 4.153 -0.710  -0.713
H -7.852 6.359 -11.752  0.288
C -4.820 5.602 1.487  -0.742
H 2.911 -3.675 -2.214  0.288
Cl -5.412 1.385 1.826  -0.241
C -7.986 6.061 -10.707  0.312
O -4.281 4.407 -6.901  -0.333
C -4.121 2.076 0.632  -0.159
H -2.456 1.175 -1.418  0.328
O -0.326 -10.100 -1.613  -0.341
C -1.137 -7.966 -8.369  0.292
H 1.722 0.572 9.724  0.221
C 2.368 -5.769 -2.148  0.611
O 1.064 -5.660 -1.625  -0.309
H -4.250 5.988 2.439  0.230
H -4.009 6.817 -0.328  0.344
F 3.400 5.618 4.674  -0.339
H -0.640 1.028 -0.932  0.061
H 4.149 -0.243 11.423  0.201
H -4.887 2.883 -8.140  0.298
C 0.385 -11.080 -2.249  0.505
C 4.910 -1.969 13.856  0.330
C 3.815 3.133 4.484  0.554
H 4.293 1.396 -1.587  0.341
O -8.545 3.865 -10.706  -0.308
H -9.957 5.313 -11.168  0.266
C -5.025 2.448 -6.006  -0.442
C 3.285 1.817 6.861  0.209
H 4.199 2.411 7.313  0.282
O -0.410 -9.214 -6.624  -0.274
C 5.543 1.597 0.189  -0.165
F 4.109 3.204 -0.731  -0.306
F 4.173 0.665 4.810  -0.318
C -0.875 -9.372 -7.950  -0.448
H 2.436 -6.656 -2.787  0.084
O 0.739 -0.576 -2.500  -0.598
H -1.569 3.332 -3.125  0.115
C -0.902 -8.017 -6.182  0.666
O -0.815 -4.742 -2.539  -0.561
F -6.418 3.846 -7.267  -0.330
H 1.505 5.471 2.562  0.430
H 4.027 -1.877 14.499  0.303
C -3.934 5.719 0.096  -0.418
H -5.823 6.212 1.272  0.309
C 3.243 1.784 5.218  0.573
O -0.114 -1.295 -4.873  -0.536
O -3.673 2.633 -5.638  -0.175
C -5.165 3.346 -7.187  0.336
H 0.879 -8.439 -1.506  0.177
C -1.472 1.804 -1.293  -0.638
O -1.539 -7.335 -7.174  -0.301
C 1.598 -1.064 11.978  0.671
H -0.120 -9.858 -8.574  0.267
O 5.959 2.575 -1.826  -0.307
C -3.302 3.854 -6.131  0.596
O 8.024 1.655 -2.142  -0.556
H 4.959 0.805 0.665  0.275
O -0.778 -7.606 -5.040  -0.530
F 5.368 -0.740 13.525  -0.301
H -9.511 5.175 -9.452  0.288
O 6.761 1.093 -0.320  -0.330
C -7.201 4.015 -10.498  0.685
C 2.415 -0.188 10.100  -0.297
C 6.000 -2.806 14.431  -0.410
H -4.444 4.996 -0.698  0.132
F 3.233 -5.879 -1.115  -0.341
C 3.196 0.278 11.281  0.532
O 1.679 -1.273 10.628  -0.317
C 7.002 1.768 -1.485  0.580
C 2.198 4.544 2.735  -0.665
O 1.532 0.743 -4.610  -0.646
O 1.154 -10.575 -3.254  -0.363
H 0.319 4.244 -0.069  -0.128
H -5.224 1.402 -6.254  0.296
O 0.332 -12.263 -1.956  -0.556
C -9.129 5.132 -10.477  -0.436
H -5.182 4.469 1.597  0.098
O 5.636 -4.108 14.022  -0.307
O -2.224 4.381 -5.913  -0.519
F -2.164 -7.908 -9.247  -0.290
O 4.564 -2.648 12.670  -0.227
O 0.944 -1.758 12.739  -0.571
C -1.081 1.224 -3.847  -0.465
O 1.658 3.259 2.270  -0.072
H 6.047 -2.736 15.521  0.280
O 2.341 0.008 12.369  -0.312
F 1.676 -8.483 -3.858  -0.289
F 1.547 4.224 5.234  -0.304
B -1.578 2.937 -0.059  1.378

Results
Total energy ... -170135.976 eV
Molar mass ... 1378.08 g/mol
Charge ... -1

(4)
Below is a molecular structure, C39H47BrN6O4PSTi, with properties calculated with ωB97M-V/def2-TZVPD.

Last column: Mulliken charge in e.
Cartesian coordinates (Å):
H 15.699 8.064 12.197  0.207
H 18.646 8.319 9.796  0.423
C 15.904 16.961 16.544  -1.778
H 18.217 15.493 15.345  0.379
C 13.092 14.065 17.489  -1.379
H 14.587 7.984 10.897  0.552
S 13.552 12.687 12.762  -0.270
O 11.593 14.554 13.979  -0.192
C 5.120 10.611 11.617  0.281
H 4.305 12.302 14.244  0.377
C 11.526 18.020 16.912  -1.014
H 16.997 11.263 14.007  0.383
C 6.978 12.026 12.132  0.797
H 12.606 13.330 16.853  0.177
C 17.961 5.929 9.244  -0.531
H 13.621 10.179 13.460  0.503
H 13.073 13.732 18.504  0.511
H 11.444 16.239 11.026  0.307
H 16.466 16.284 17.217  0.380
H 15.151 4.488 10.325  0.382
C 10.624 13.643 13.918  0.095
H 17.565 11.816 9.476  0.343
H 9.196 11.568 15.207  0.349
H 17.516 6.127 12.512  0.255
C 16.430 14.148 12.308  -0.678
H 17.339 4.760 11.407  0.460
O 9.481 13.894 13.427  -0.737
Br 3.992 9.543 10.398  -0.175
H 15.041 17.334 17.086  0.420
C 16.824 14.729 11.066  0.693
C 6.526 10.878 11.455  -0.685
C 12.241 11.830 13.612  0.825
C 10.158 11.258 14.740  -0.554
C 17.169 5.791 11.500  -0.901
C 15.187 5.569 10.072  -0.567
H 18.188 8.259 11.526  0.352
C 5.015 11.914 13.509  -0.360
H 12.252 18.320 13.973  0.177
H 13.015 19.354 15.213  0.501
C 6.266 12.487 13.314  -0.339
H 12.051 8.425 14.398  0.428
H 11.492 15.476 19.147  0.448
H 10.646 17.878 18.894  0.347
O 13.178 15.958 12.233  -0.377
H 11.196 18.979 16.722  0.632
H 17.329 14.229 9.042  0.370
Ti 13.428 14.813 13.546  0.215
P 16.237 6.172 8.581  -0.079
C 12.157 16.877 11.616  -0.673
N 14.092 15.651 15.435  1.331
C 12.615 10.449 13.785  -0.972
H 6.596 13.177 14.075  0.424
C 16.812 12.386 14.087  -1.217
C 17.048 11.910 11.614  -0.383
C 16.015 8.005 8.886  -0.612
C 17.891 7.981 10.539  -0.910
O 8.046 12.724 11.684  -0.561
H 14.168 13.990 17.158  0.148
N 4.452 11.036 12.675  -0.532
C 17.216 13.807 10.073  -0.948
C 16.719 16.200 10.749  -1.352
C 13.078 16.232 16.298  -0.154
C 16.812 12.826 12.644  1.646
N 15.693 14.827 13.334  1.108
C 11.282 17.386 18.110  -0.786
H 16.683 8.620 8.275  0.430
H 17.656 12.841 14.702  0.202
C 16.206 15.570 14.341  1.244
H 17.647 17.040 14.594  0.488
N 16.472 8.399 10.217  0.055
C 12.454 17.460 16.002  1.416
C 12.970 18.273 14.822  -1.399
C 15.600 7.690 11.191  -1.009
C 17.692 15.934 14.483  -1.837
H 13.894 17.837 14.468  0.108
C 11.760 9.483 14.329  -0.689
H 18.664 6.450 8.568  0.377
H 17.140 10.833 11.760  0.075
H 6.997 10.499 10.503  0.336
H 15.696 16.555 10.460  0.185
C 11.038 12.272 14.203  0.981
H 17.412 16.365 9.937  0.503
H 17.009 16.903 11.578  0.212
C 15.361 16.080 15.406  -0.382
N 15.774 6.200 11.284  0.000
C 17.263 12.469 10.337  -0.703
H 14.997 8.381 8.704  0.463
C 11.740 16.092 18.273  -0.652
H 15.904 12.432 14.678  0.202
H 18.265 15.695 13.577  0.353
H 18.266 4.792 9.226  0.344
H 12.720 17.639 11.071  0.271
C 10.459 9.946 14.756  -0.589
H 8.522 13.186 12.457  0.498
H 11.632 17.324 12.449  0.226
H 9.735 9.262 15.250  0.364
N 18.094 6.458 10.591  -0.064
H 16.463 17.902 16.202  0.384
H 14.165 5.788 9.846  0.369
C 12.573 15.469 17.359  0.729

Results
Relative energy (zero: lowest compared OMol25 entry of this formula, charge and spin) ... 7.6 kcal per mole
Total energy ... -171611.075 eV
Molar mass ... 854.66 g/mol
Charge ... +1